Here is the molecule C3H7ClO in a non-equilibrium geometry from OMol25. Energies are from the ωB97M-V functional and the def2-TZVPD basis.

Geometry as XYZ:
```
12
C3H7ClO (the ωB97M-V functional and the def2-TZVPD basis)
C 0.6032 -1.1004 0.8810
C 0.1852 -0.1314 -0.4075
O -0.7458 -0.8361 -1.0799
C -0.6227 1.1733 -0.0305
Cl 0.5118 2.4517 0.4315
H 1.7030 -0.8599 1.3235
H -0.0677 -0.9016 1.8814
H 0.5916 -2.1541 0.3706
H 0.8429 0.2099 -1.1595
H -0.7506 -0.5161 -2.1006
H -1.0764 1.5250 -0.9426
H -1.1745 1.1396 0.8325
```

Its HOMO energy is -9.9 eV. Its energy is -17792.47993 eV. As for the multiplicity: 1. The value obtained for the energy above the lowest of the compared OMol25 structures with the same formula, charge and spin is 35.8 kcal per mole. Its SMILES is C[C@@H](O)CCl.